This record from the Open Molecules 2025 dataset describes C4H9N3 in the gas phase at a distorted geometry. The level of theory is the ωB97M-V functional and the def2-TZVPD basis.

```
16
C4H9N3 | the Open Molecules 2025 dataset | the ωB97M-V functional and the def2-TZVPD basis
C -1.17 -0.04 -1.95
C -1.14 0.88 -0.74
N -0.97 0.12 0.53
C 0.38 -0.05 1.00
C 1.67 0.29 0.67
N 2.20 -0.73 1.64
N 0.78 -0.85 2.09
H -2.10 -0.74 -2.04
H -0.97 0.55 -2.85
H -0.33 -0.67 -1.79
H -0.25 1.57 -0.75
H -2.07 1.48 -0.70
H -1.59 -0.79 0.43
H 2.31 0.99 0.10
H 2.83 -0.22 2.29
H 0.44 -1.79 2.07
```

Computed properties:
SMILES string: CCNc1c[nH][nH]1
HOMO: -7.595 eV
energy relative to the best compared isomer or geometry (same formula, charge and spin): 86.76 kcal per mole

Löwdin atomic charge list, values in e, 6 entries:
1. C -0.11
2. C -0.28
3. N -0.03
4. C -0.36
5. C -0.08
6. N -0.04

***

This record from the Open Molecules 2025 dataset describes a gas-phase ion, C2H5O3Si (charge -1) at a distorted geometry. The level of theory is the ωB97M-V functional and the def2-TZVPD basis.

```
11
C2H5O3Si | the Open Molecules 2025 dataset | the ωB97M-V functional and the def2-TZVPD basis
C -1.41 0.69 -0.37
Si -0.08 -0.31 0.42
O -0.16 -1.89 -0.11
C 1.81 0.27 -0.01
O 2.10 1.51 -0.07
O 2.54 -0.71 -0.31
H -1.32 1.67 0.12
H -1.31 0.99 -1.40
H -2.50 0.43 -0.14
H -0.41 -0.53 1.87
H 0.73 -2.12 0.00
```

Computed properties:
charge: -1
SMILES string: C[Si@@H](O)C(=O)[O-]
HOMO: -3.704 eV
energy relative to the best compared isomer or geometry (same formula, charge and spin): 11.19 kcal per mole

Löwdin atomic charge list, values in e, 6 entries:
1. C -0.24
2. Si 0.52
3. O -0.23
4. C -0.76
5. O -0.17
6. O -0.14

***

This record from the Open Molecules 2025 dataset describes a gas-phase ion, C4H7OS (charge +1) at a distorted geometry. The level of theory is the ωB97M-V functional and the def2-TZVPD basis.

```
13
C4H7OS | the Open Molecules 2025 dataset | the ωB97M-V functional and the def2-TZVPD basis
C 0.35 -0.97 -0.01
C -1.06 -0.91 0.07
C 1.42 -0.16 -0.07
C 1.71 1.33 0.11
O -1.83 0.07 -0.34
S -3.43 0.30 -0.34
H 0.69 -2.02 -0.21
H -1.71 -1.85 0.21
H 2.63 1.53 0.65
H 2.35 -0.64 -0.31
H 0.92 2.10 0.49
H 1.88 1.71 -0.93
H -3.92 -0.49 0.69
```

Computed properties:
charge: +1
HOMO (alpha / beta): -14.108 / -14.108 eV
energy relative to the best compared isomer or geometry (same formula, charge and spin): 7.47 kcal per mole

Löwdin atomic charge list, values in e, 6 entries:
1. C -0.05
2. C -0.06
3. C -0.02
4. C -0.05
5. O -0.47
6. S 0.95

***

This record from the Open Molecules 2025 dataset describes a molecular structure, C19H19F2MgN7O3S3 at a distorted geometry. The level of theory is the ωB97M-V functional and the def2-TZVPD basis.

```
54
C19H19F2MgN7O3S3 | the Open Molecules 2025 dataset | the ωB97M-V functional and the def2-TZVPD basis
Mg 0.05 0.58 0.69
F -1.16 3.23 5.41
C -1.17 3.19 4.06
C -0.50 2.18 3.40
C -0.49 2.12 2.01
C -1.17 3.13 1.30
C -1.86 4.11 2.01
F -2.60 5.06 1.37
C -1.88 4.16 3.39
C -1.11 3.10 -0.18
C -1.29 4.23 -0.98
C -1.25 4.12 -2.36
C -1.01 2.88 -2.93
C -0.80 1.81 -2.08
N -0.84 1.90 -0.75
H 0.03 1.43 3.99
H -2.43 4.93 3.91
H -1.45 5.20 -0.52
H -1.40 4.99 -2.97
H -0.98 2.74 -4.00
H -0.56 0.83 -2.48
N 2.38 0.00 3.02
N 1.89 -1.24 3.45
C 0.71 -1.70 3.06
N 0.26 -2.84 3.58
N 0.06 -0.96 2.14
N -1.14 -1.34 1.69
O -1.54 -0.66 0.72
O -1.83 -2.20 2.20
H 2.71 -0.05 2.05
H 3.12 0.31 3.63
H 2.47 -1.82 4.04
H 0.87 -3.43 4.12
H -0.61 -3.19 3.22
S 0.50 -3.30 0.01
C -0.39 -3.50 -1.40
N -1.20 -2.50 -1.85
C -2.03 -2.61 -2.92
C -2.06 -3.75 -3.65
C -1.20 -4.81 -3.27
C -0.39 -4.69 -2.18
H -1.21 -1.66 -1.30
H -2.64 -1.75 -3.14
H -2.73 -3.84 -4.50
H -1.20 -5.72 -3.85
H 0.27 -5.48 -1.87
C 4.44 -0.67 -3.10
O 4.00 -0.02 -1.91
C 2.71 -0.04 -1.55
S 1.52 -0.82 -2.41
S 2.46 0.87 -0.12
H 4.95 -1.59 -2.83
H 5.12 0.00 -3.60
H 3.60 -0.91 -3.76
```

Computed properties:
HOMO: -7.607 eV

Löwdin atomic charge list, values in e, 6 entries:
1. Mg 0.42
2. F 0.05
3. C -0.28
4. C -0.07
5. C -0.10
6. C -0.15

***

This record from the Open Molecules 2025 dataset describes 9 unconnected molecules or ions with the total composition C49H111N5O9 at a distorted geometry. The level of theory is the ωB97M-V functional and the def2-TZVPD basis.

```
174
C49H111N5O9 | the Open Molecules 2025 dataset | the ωB97M-V functional and the def2-TZVPD basis
C 6.05 -3.94 -0.86
C 5.33 -3.27 0.34
C 4.52 -4.26 1.13
C 6.38 -2.69 1.29
C 7.04 -1.39 0.80
C 5.93 -0.35 0.59
C 4.98 -0.82 -0.47
C 3.80 0.15 -0.49
C 5.60 -0.83 -1.90
N 4.47 -2.13 -0.07
O 3.47 -2.57 -1.10
H 6.40 -4.93 -0.60
H 5.47 -3.96 -1.80
H 7.04 -3.39 -1.03
H 5.15 -5.02 1.50
H 3.99 -3.76 1.92
H 3.77 -4.71 0.53
H 5.97 -2.43 2.29
H 7.10 -3.49 1.47
H 7.75 -1.04 1.55
H 7.64 -1.46 -0.10
H 6.43 0.64 0.29
H 5.32 -0.16 1.48
H 3.08 -0.17 -1.30
H 4.07 1.14 -0.81
H 3.34 0.05 0.48
H 6.04 0.16 -2.10
H 4.78 -1.01 -2.60
H 6.32 -1.66 -2.04
H 2.70 -2.79 -0.57
C -5.68 -3.44 -1.70
C -5.35 -2.04 -1.13
C -4.97 -1.16 -2.32
C -6.53 -1.35 -0.43
C -6.78 -1.99 0.98
C -5.50 -1.90 1.85
C -4.26 -2.57 1.20
C -2.94 -2.16 1.88
C -4.42 -4.07 1.38
N -4.23 -2.00 -0.18
O -3.13 -2.57 -0.89
H -6.47 -3.27 -2.41
H -4.73 -3.76 -2.26
H -5.93 -4.16 -0.92
H -5.80 -1.09 -3.01
H -4.66 -0.15 -2.10
H -4.13 -1.65 -2.88
H -6.23 -0.28 -0.31
H -7.49 -1.33 -1.02
H -7.62 -1.50 1.46
H -7.16 -3.04 0.88
H -5.66 -2.38 2.77
H -5.25 -0.85 1.99
H -2.83 -1.11 1.66
H -2.14 -2.64 1.34
H -2.98 -2.40 2.95
H -4.18 -4.31 2.41
H -3.78 -4.67 0.71
H -5.48 -4.32 1.22
H -3.12 -3.54 -0.76
C 3.81 1.92 -3.88
C 2.28 2.18 -3.83
C 1.54 0.96 -4.31
C 1.82 2.37 -2.40
C 2.33 3.63 -1.79
C 1.86 4.76 -2.70
C 2.14 4.65 -4.21
C 1.17 5.57 -4.89
C 3.59 4.97 -4.53
N 1.78 3.27 -4.61
O 2.26 3.17 -5.93
H 4.30 2.64 -3.21
H 4.07 0.95 -3.50
H 4.16 1.99 -4.92
H 1.91 0.02 -3.84
H 0.54 1.07 -3.93
H 1.48 0.87 -5.41
H 0.71 2.40 -2.49
H 2.06 1.48 -1.73
H 1.95 3.87 -0.80
H 3.41 3.73 -1.67
H 2.29 5.75 -2.36
H 0.73 4.87 -2.53
H 1.37 5.65 -5.95
H 1.47 6.62 -4.63
H 0.12 5.29 -4.73
H 3.87 4.62 -5.53
H 4.24 4.48 -3.79
H 3.88 6.02 -4.51
H 1.46 3.24 -6.45
C 0.90 -2.41 3.71
C 1.62 -1.07 3.84
C 3.02 -1.38 4.22
C 1.53 -0.21 2.58
C 0.16 0.32 2.30
C -0.25 1.17 3.49
C -0.22 0.44 4.84
C -0.28 1.55 5.91
C -1.46 -0.46 5.00
N 1.09 -0.22 4.99
O 1.18 -0.99 6.15
H 1.21 -2.93 2.81
H 0.99 -3.02 4.59
H -0.18 -2.33 3.49
H 3.59 -0.53 4.63
H 3.08 -2.18 4.97
H 3.56 -1.63 3.29
H 2.21 0.63 2.69
H 1.97 -0.81 1.77
H 0.21 0.96 1.36
H -0.55 -0.46 2.00
H -1.26 1.56 3.34
H 0.41 2.07 3.56
H 0.63 2.09 5.86
H -0.39 1.09 6.89
H -1.12 2.20 5.79
H -2.41 0.10 5.09
H -1.46 -1.08 5.88
H -1.59 -1.14 4.16
H 0.38 -1.55 6.17
C -1.63 4.21 1.77
C -2.57 4.12 0.52
C -2.12 4.97 -0.62
C -2.60 2.66 0.02
C -3.33 1.64 0.89
C -4.75 2.24 1.11
C -4.78 3.64 1.73
C -6.18 4.18 1.73
C -4.39 3.69 3.23
N -3.98 4.53 0.77
O -3.92 5.81 1.43
H -1.83 3.48 2.52
H -0.58 4.02 1.44
H -1.72 5.18 2.24
H -2.65 4.75 -1.53
H -2.37 6.00 -0.36
H -1.03 4.97 -0.72
H -3.05 2.66 -0.99
H -1.57 2.39 -0.11
H -3.45 0.68 0.35
H -2.71 1.50 1.79
H -5.41 1.56 1.69
H -5.23 2.36 0.09
H -6.88 3.50 2.37
H -6.61 4.34 0.72
H -6.27 5.09 2.30
H -5.24 3.59 3.85
H -4.07 4.70 3.44
H -3.62 2.97 3.44
H -4.64 6.23 0.97
C 3.28 -2.76 -4.61
O 2.68 -1.94 -3.60
H 2.73 -3.66 -4.85
H 3.55 -2.19 -5.50
H 4.22 -3.11 -4.21
H 3.07 -2.23 -2.76
C -1.46 -4.22 -3.28
O -1.49 -4.84 -1.97
H -0.71 -4.72 -3.97
H -2.46 -4.24 -3.67
H -1.07 -3.22 -3.22
H -0.69 -4.54 -1.58
C 0.81 -4.58 0.52
O 1.25 -3.24 0.47
H 1.17 -5.23 -0.35
H 1.16 -4.99 1.44
H -0.31 -4.66 0.54
H 0.49 -2.70 0.20
C -0.19 -0.69 -1.18
O -0.72 -1.59 -0.20
H -0.28 0.33 -0.79
H 0.87 -0.89 -1.46
H -0.85 -0.78 -2.06
H -1.56 -2.00 -0.46
```

Computed properties:
SMILES string: CC1(C)CCCC(C)(C)N1O.CC1(C)CCCC(C)(C)N1O.CC1(C)CCCC(C)(C)N1O.CC1(C)CCCC(C)(C)N1O.CC1(C)CCCC(C)(C)N1O.CO.CO.CO.CO
HOMO: -8.395 eV
energy relative to the best compared isomer or geometry (same formula, charge and spin): 0.00 kcal per mole

Löwdin atomic charge list, values in e, 6 entries:
1. C -0.02
2. C -0.51
3. C -0.03
4. C -0.13
5. C -0.17
6. C -0.14

***

This record from the Open Molecules 2025 dataset describes C5H10O2 in the gas phase. The level of theory is the ωB97M-V functional and the def2-TZVPD basis.

```
17
C5H10O2 | the Open Molecules 2025 dataset | the ωB97M-V functional and the def2-TZVPD basis
O 2.37 0.19 1.03
C 1.60 -0.54 0.07
C 0.12 -0.36 0.39
C -0.33 1.08 0.29
C -1.73 1.19 0.35
O -1.53 -0.05 -1.39
C -0.81 -1.05 -0.73
H 3.30 0.11 0.79
H 1.79 -0.18 -0.96
H 1.86 -1.62 0.10
H -0.09 -0.80 1.37
H 0.34 1.92 0.49
H -0.62 0.96 -0.97
H -2.23 2.13 0.11
H -2.38 0.41 0.76
H -0.17 -1.59 -1.45
H -1.49 -1.79 -0.26
```

Computed properties:
HOMO (alpha / beta): -8.657 / -8.657 eV
energy relative to the best compared isomer or geometry (same formula, charge and spin): 121.13 kcal per mole

Löwdin atomic charge list, values in e, 6 entries:
1. O -0.07
2. C -0.25
3. C -0.29
4. C -0.21
5. C 0.11
6. O -0.24

***

no.,E_tot (eV),M (g mol⁻¹)
1,-8760.76278,99.1
2,-16177.87307,105.1
3,-17133.60412,103.2
4,-79968.64760,551.9
5,-78483.98756,914.5
6,-9437.79047,102.1